1.
Here is a 4-piece molecular cluster, C3H10N2O3 overall from OMol25. Energies are from wB97M-V/def2-TZVPD.

XYZ file:
```
18
Properties=species:S:1:pos:R:3:forces:R:3
C -0.917519 2.346914 -1.102180 -0.0336 0.1786 0.1495
C -0.469802 3.399921 -0.369156 0.6106 0.1179 0.4279
N 0.805407 3.053536 0.017588 -0.3966 0.0198 -0.3314
C 1.068201 1.823781 -0.517725 0.1865 0.6980 0.5697
N 0.046825 1.372326 -1.180697 -0.1927 -0.1977 -0.3136
H -1.879478 2.238590 -1.553985 -0.2516 -0.1117 -0.2182
H -0.827892 4.355914 -0.035506 -0.5087 -0.0191 -0.2160
H 1.371338 3.655946 0.585369 0.3513 -0.2555 -0.0180
H 2.012931 1.353814 -0.347075 0.1486 -0.4489 -0.0552
O 2.346983 -1.020153 0.368071 0.3016 -0.1157 0.1571
H 3.241322 -1.386381 0.369249 -0.3376 0.0273 0.0780
H 1.818434 -1.552107 1.000729 0.2521 0.2180 -0.3878
O 0.562798 -2.340044 1.960568 0.9962 -0.0857 0.1420
H 0.056300 -3.025330 1.520588 -0.5722 0.3139 0.2063
H 0.056688 -1.728766 2.497694 -0.5669 -0.3394 -0.2250
O -2.711526 -4.180636 -0.942529 -0.4727 -0.0119 -0.0404
H -3.067684 -4.450215 -1.796885 0.2771 -0.0336 -0.0674
H -3.513327 -3.917110 -0.474118 0.2086 0.0458 0.1424
```
Positions in Å, forces in eV/Å.

Properties
SMILES: c1c[nH]cn1.O.O.O
Highest occupied orbital energy (eV): -8.53
M (u): 122.1
Total charge: 0
Energy relative to the best compared isomer or geometry (same formula, charge and spin) (kcal per mole): 25.09
Total energy (Eh): -455.53164
2S+1: 1

Here are the Mulliken charges for atoms 1 to 6, given in e: number 1, C, carries -0.471; number 2, C, carries -0.144; number 3, N, carries -0.039; number 4, C, carries -0.163; number 5, N, carries -0.519; number 6, H, carries 0.389

2.
Here is one molecule with the formula C5H10N2O from OMol25. Energies are from wB97M-V/def2-TZVPD.

XYZ file:
```
18
Properties=species:S:1:pos:R:3:forces:R:3
C 0.899260 1.861520 0.838712 0.0637 0.0341 -0.1293
C 0.340419 0.831675 -0.095441 1.1627 -0.2332 -0.1808
O -0.341060 1.449166 -1.150108 -0.2745 -0.1868 0.1243
C 0.868939 -0.469627 -0.216729 -0.8807 0.8040 0.5383
N 2.161789 -0.839277 0.101802 0.4265 -0.0231 0.2773
C -0.167168 -1.394293 -0.437714 -0.7446 0.2654 -0.0954
C -1.347745 -0.882671 0.116973 0.1838 -1.3060 0.0120
N -2.605345 -1.170231 -0.362242 -0.1139 0.1665 -0.2037
H 0.102888 2.551015 1.134552 0.0711 -0.0441 -0.0642
H 1.690798 2.459498 0.374550 -0.0087 0.0853 0.0221
H 1.296569 1.392353 1.742200 -0.0150 0.0093 -0.0947
H -0.479192 0.778855 -1.836145 0.0208 0.1177 0.2323
H 2.809129 -0.097325 0.321317 -0.0532 -0.1505 -0.0427
H 2.281056 -1.679902 0.649300 0.0017 0.2116 0.0497
H -0.084630 -2.326066 -0.987550 -0.1968 0.0344 -0.2002
H -1.372647 -0.501401 1.132662 0.2740 0.4041 -0.3369
H -3.369026 -0.636884 0.031497 0.1439 -0.2468 -0.1004
H -2.684033 -1.326404 -1.357636 -0.0606 0.0580 0.1923
```
Positions in Å, forces in eV/Å.

Properties
SMILES: C/C(O)=C(N)/C=C/N
Highest occupied orbital energy (eV): -6.60
M (u): 114.1
Total charge: 0
Energy relative to the best compared isomer or geometry (same formula, charge and spin) (kcal per mole): 63.09
Total energy (Eh): -381.18490
2S+1: 1

Here are the Mulliken charges for atoms 1 to 6, given in e: number 1, C, carries -1.592; number 2, C, carries 0.299; number 3, O, carries -0.525; number 4, C, carries 0.699; number 5, N, carries -0.516; number 6, C, carries -0.987

3.
Here is C7H21ClO5P2Re as an isolated structure from OMol25. Energies are from wB97M-V/def2-TZVPD.

XYZ file:
```
37
Properties=species:S:1:pos:R:3:forces:R:3
Re 0.187829 -0.054753 -0.020639 3.6888 -1.0868 1.9993
H 2.313000 -0.385578 -1.071859 -0.6538 0.1395 0.4666
H 1.792769 -0.939485 -0.846010 0.2286 0.1551 0.0389
P 0.524661 2.157288 -0.313306 0.8322 6.0533 -1.7364
P -0.935269 -2.008109 -0.235572 -3.3639 -5.3507 -1.2015
C -0.878670 -3.049728 1.274237 0.3137 0.5867 0.5387
H -1.461976 -3.972834 1.132336 0.1872 0.3935 -0.1243
H 0.164541 -3.294602 1.499210 -0.1268 -0.1328 -0.0358
H -1.258100 -2.482662 2.132874 -0.0657 -0.2211 -0.1078
C -2.706763 -2.102176 -0.730548 -0.3488 0.9128 0.1708
H -2.840869 -1.642025 -1.716617 0.0686 -0.0931 0.1688
H -3.060675 -3.146692 -0.776675 0.4744 0.3709 0.1637
H -3.323725 -1.545072 -0.012806 0.0413 -0.1973 -0.1798
C -0.285504 -3.203320 -1.499336 0.8507 0.6310 -0.2451
H 0.759987 -3.443230 -1.262062 -0.2583 -0.0934 -0.1290
H -0.886592 -4.128789 -1.512200 0.1159 0.5204 0.2677
H -0.314512 -2.726358 -2.488736 -0.0372 -0.2038 0.2272
C -0.854245 3.332797 -0.636865 -0.8117 -0.6608 0.2653
H -0.487345 4.368877 -0.738483 0.1551 -0.5801 0.1381
H -1.376526 3.049306 -1.558997 0.1380 0.0625 0.1530
H -1.580199 3.289831 0.186570 0.1223 0.1307 -0.1932
C 1.398723 2.942738 1.090428 -0.0575 -0.7450 0.6569
H 2.378564 2.472166 1.206886 0.0368 0.1586 -0.0065
H 1.518836 4.022703 0.920077 -0.1321 -0.3825 -0.1621
H 0.848952 2.766969 2.021614 0.0654 0.1795 -0.0780
C 1.618222 2.672228 -1.716044 0.2034 -0.9368 -0.2629
H 1.194039 2.309624 -2.661855 0.0895 0.1696 0.2100
H 1.721576 3.769760 -1.751493 -0.1838 -0.4580 0.2695
H 2.607382 2.214862 -1.588148 -0.1126 0.2109 -0.0886
C 1.454392 -0.527599 1.668965 2.0957 -0.7200 2.5983
O 2.551853 -0.959987 1.898574 -3.1687 1.2300 -1.2061
H 0.168926 -0.122862 -1.587656 -1.0984 0.3331 -2.0906
O 0.584670 1.103804 4.542795 -1.0573 -0.7905 -0.3728
Cl -0.582556 0.204556 4.572919 1.1532 -0.6943 2.3538
O -0.223583 -1.232309 4.498365 -0.3778 1.5340 -0.3658
O -1.450540 0.478489 5.702727 0.1154 0.0024 -0.9429
O 0.373829 -0.058928 2.124133 0.8783 -0.4272 -1.1577
```
Positions in Å, forces in eV/Å.

Properties
Highest occupied orbital energy (spin up / spin down) (eV): -17.01 / -17.19
Expectation value of S²: 3.8106
M (u): 468.8
Total charge: +2
Total energy (Eh): -1875.59951
2S+1: 4

Here are the Mulliken charges for atoms 1 to 6, given in e: number 1, Re, carries -0.528; number 2, H, carries 0.223; number 3, H, carries 0.225; number 4, P, carries 0.943; number 5, P, carries 0.836; number 6, C, carries -1.250

4.
Here is C7H28BF6NO11S2V as an isolated structure from OMol25. Energies are from wB97M-V/def2-TZVPD.

XYZ file:
```
57
Properties=species:S:1:pos:R:3:forces:R:3
V -2.267743 -1.351678 1.088341 2.4588 0.6863 -2.0613
B 0.781441 -0.554145 -0.231741 3.1523 3.2209 -1.6933
F -0.534113 -0.970483 0.014399 -3.2162 -1.3719 1.4064
F 1.017160 -0.712173 -1.560879 -0.1429 -1.1700 -0.2980
F 0.793426 0.864869 -0.054506 -0.4431 -0.3093 1.0095
F 1.730533 -1.128348 0.586060 -0.8314 -0.3996 0.3394
N -2.894860 -2.243993 -0.593976 -1.2159 0.9868 -1.7364
S -3.391419 -3.716140 -1.002674 -2.6929 -8.3543 2.2254
O -2.405867 -4.606982 -1.563117 -0.6236 2.3118 1.0285
O -4.782257 -3.943012 -1.373359 2.1696 2.1686 -0.6397
F -3.620982 -4.143742 0.540131 1.3257 0.0866 0.4747
S -3.518262 -1.650365 -2.160671 -1.2374 4.5097 -4.4780
O -4.742273 -0.873320 -2.038842 2.3150 -1.6397 1.1275
O -3.353060 -2.420463 -3.386098 0.0516 0.1223 3.3173
F -2.354748 -0.622870 -2.294248 0.0898 0.2504 0.3792
C -1.355439 1.354381 3.069201 -0.3771 1.4887 -0.2225
O -1.171608 0.069448 2.396964 -0.2628 0.0472 1.0963
H -0.458575 1.949043 2.892011 0.0050 -0.0430 -0.2611
H -2.198730 1.900412 2.650182 -0.0191 -0.2976 -0.0810
H -1.467720 1.319616 4.152669 -0.2006 -0.7552 -0.0696
H -0.308731 -0.097086 2.796264 0.3291 -1.2844 -0.5907
C -2.214304 1.604699 -0.378928 1.2823 1.3673 -0.0208
O -2.906900 0.591835 0.363045 -0.8516 -1.4242 0.3346
H -1.680798 1.249721 -1.257173 -0.1145 -0.2593 0.2850
H -2.963998 2.342654 -0.663076 0.1337 -0.0084 -0.1881
H -1.531559 2.053069 0.342032 0.2159 0.1325 -0.4140
H -3.761942 1.030508 0.420205 -0.6435 -0.9863 0.4597
C 1.842500 1.278642 -3.722080 -1.1268 0.6103 -0.8909
O 2.693661 1.865220 -4.685160 0.6293 0.3391 0.1242
H 1.695040 1.951388 -2.876193 0.9333 -0.2559 0.4181
H 0.840070 1.351578 -4.155595 -0.3059 -0.8006 -0.0984
H 2.101516 0.250296 -3.480882 -0.0274 0.2228 0.3157
H 3.183621 1.192298 -5.161830 -0.0668 -0.0655 0.0935
C 3.476898 2.876136 0.818178 0.7260 -0.9128 -0.1084
O 3.773507 1.449206 0.836430 -0.0855 1.0134 0.0721
H 4.410086 3.434160 0.889216 0.1472 -0.3129 0.2227
H 3.069957 3.168729 -0.149889 -0.5319 -0.0063 0.1878
H 2.868874 3.126679 1.686966 -0.2821 0.2617 -0.2652
H 2.923966 1.009952 0.749730 -0.0296 -0.0470 -0.1539
C -0.323722 5.456952 -0.161985 0.2289 -0.2290 0.4705
O 0.286229 4.463835 0.705736 -0.5386 0.6064 -0.0387
H 0.398843 5.805813 -0.898887 -0.0140 -0.1204 -0.0474
H -1.241013 5.147863 -0.664756 0.1022 -0.4492 -0.0481
H -0.622956 6.305618 0.452407 0.2309 -0.0520 0.1568
H 0.065476 3.559153 0.474111 0.0645 0.1568 -0.5227
C -0.009132 -3.628898 1.371171 1.7078 -0.7550 0.2629
O -1.169857 -3.024903 1.998072 -1.0705 1.3388 -1.1050
H 0.316466 -3.169457 0.441011 -0.6768 0.3000 0.1165
H 0.816078 -3.510955 2.073380 -0.0117 0.0836 -0.0367
H -0.123251 -4.698388 1.197316 -0.5774 0.0961 0.0291
H -1.471899 -3.612217 2.698569 -0.2224 -0.0165 0.1023
C 3.637420 -3.605357 1.024917 -0.0812 1.0634 0.0155
O 4.006476 -2.438820 1.728341 0.3536 0.2495 0.7393
H 4.548343 -4.195257 0.939550 -0.2936 -0.2524 -0.1993
H 2.858859 -4.134084 1.579530 0.0561 -0.4227 -0.0511
H 3.244609 -3.286372 0.058258 0.0953 -0.5591 -0.2907
H 3.466666 -1.684265 1.482155 0.0110 -0.1602 -0.1997
```
Positions in Å, forces in eV/Å.

Properties
Highest occupied orbital energy (spin up / spin down) (eV): -11.55 / -11.55
Expectation value of S²: 2.0659
M (u): 542.2
Total charge: +1
Energy relative to the best compared isomer or geometry (same formula, charge and spin) (kcal per mole): 114.43
Total energy (Eh): -3530.02721
2S+1: 3

Here are the Mulliken charges for atoms 1 to 6, given in e: number 1, V, carries 0.757; number 2, B, carries -0.100; number 3, F, carries 1.217; number 4, F, carries -0.264; number 5, F, carries -0.385; number 6, F, carries -0.282

Largest force on an atom across the listed records, respectively: 1.0, 1.3, 6.4, 9.1 eV Å⁻¹.